1.
308
Properties=species:S:1:pos:R:3 method="wB97M-V/def2-TZVPD" charge=0 mol_weight_g_mol=2169.88 e_lumo_ev=-0.2 homo_ha=-0.3043
Hf 1.609 2.323 3.341
C -0.479 -0.992 -0.653
F -1.272 -0.286 0.240
F -0.251 -2.284 -0.123
F -1.155 -1.283 -1.803
S 1.069 -0.060 -0.996
O 0.558 1.205 -1.498
O 1.776 0.086 0.278
O 1.659 -0.972 -1.899
C 3.506 6.134 4.805
F 4.487 7.086 4.923
F 3.136 5.795 6.024
F 2.524 6.687 4.126
S 4.218 4.631 4.023
O 4.715 3.847 5.162
O 2.912 4.055 3.593
O 5.021 5.036 2.912
C -2.360 1.257 3.066
C -3.537 1.489 3.879
C -3.272 1.748 5.422
O -4.174 1.352 6.123
C -1.975 2.319 5.792
C -0.944 2.102 4.924
C -1.148 1.582 3.496
O -0.140 1.587 2.641
O 0.297 2.413 5.138
O -4.661 1.201 3.509
H -2.481 0.869 2.042
H -1.745 2.490 6.832
C 0.671 -0.354 7.093
O 1.970 -0.070 6.654
C 2.832 -1.183 6.903
C 4.198 -0.970 6.269
N 4.272 -1.204 4.810
C 5.455 -0.528 4.237
C 5.826 -1.169 2.898
O 4.924 -0.790 1.902
C 5.080 -1.508 0.684
H 0.679 -0.478 8.138
H 0.336 -1.302 6.691
H 0.096 0.540 6.780
H 2.362 -2.135 6.540
H 2.912 -1.353 7.984
H 5.001 -1.464 6.820
H 4.352 0.137 6.246
H 4.316 -2.222 4.620
H 6.315 -0.656 4.871
H 5.267 0.542 4.211
H 5.750 -2.295 3.079
H 6.869 -0.989 2.630
H 4.056 -1.562 0.183
H 5.483 -2.474 0.967
H 5.733 -0.977 0.024
C 2.075 -8.341 6.865
O 1.304 -7.117 7.062
C 0.032 -7.189 6.431
C -0.400 -5.745 6.538
N 0.233 -4.760 5.656
C -0.118 -4.976 4.244
C 0.659 -4.083 3.260
O 1.925 -4.668 2.932
C 2.637 -3.743 2.150
H 1.584 -9.288 7.007
H 2.924 -8.259 7.581
H 2.481 -8.263 5.860
H -0.561 -7.898 7.012
H 0.249 -7.462 5.413
H -0.333 -5.434 7.622
H -1.459 -5.790 6.273
H 1.194 -4.855 5.812
H -1.182 -4.786 4.076
H 0.047 -5.996 3.939
H 0.756 -3.061 3.716
H 0.006 -4.016 2.402
H 2.205 -3.549 1.163
H 3.643 -4.192 2.084
H 2.705 -2.796 2.706
C -4.411 0.215 0.072
O -5.308 0.040 -1.013
C -5.768 -1.268 -1.110
C -6.908 -1.356 -2.160
N -7.236 -2.818 -2.491
C -6.407 -3.502 -3.449
C -6.849 -3.317 -4.890
O -6.720 -2.055 -5.394
C -5.324 -1.600 -5.286
H -4.410 1.254 0.324
H -3.395 -0.132 -0.320
H -4.704 -0.333 0.978
H -6.109 -1.608 -0.152
H -4.917 -1.877 -1.490
H -6.613 -0.743 -3.021
H -7.795 -0.970 -1.709
H -8.231 -2.844 -2.707
H -6.437 -4.583 -3.221
H -5.370 -3.255 -3.278
H -7.911 -3.646 -5.007
H -6.387 -4.085 -5.526
H -5.149 -0.580 -5.622
H -4.671 -2.299 -5.899
H -4.953 -1.609 -4.217
C 0.354 -2.782 -8.801
O -0.639 -2.446 -7.838
C -1.111 -3.516 -7.109
C -2.535 -3.321 -6.634
N -2.789 -4.108 -5.448
C -2.175 -3.524 -4.307
C -1.991 -4.593 -3.217
O -3.291 -5.258 -3.058
C -3.278 -6.426 -2.338
H -0.082 -2.850 -9.808
H 0.776 -3.790 -8.606
H 1.242 -2.079 -8.800
H -0.444 -3.732 -6.225
H -1.110 -4.365 -7.749
H -3.213 -3.652 -7.407
H -2.544 -2.235 -6.362
H -3.777 -4.254 -5.264
H -2.749 -2.695 -3.933
H -1.172 -3.050 -4.488
H -1.758 -4.142 -2.281
H -1.289 -5.343 -3.548
H -4.220 -6.704 -1.990
H -2.567 -6.376 -1.477
H -2.849 -7.262 -2.908
C -0.772 -9.573 -2.566
O 0.421 -8.941 -2.052
C 1.256 -8.308 -3.039
C 2.028 -7.145 -2.421
N 1.092 -6.076 -2.104
C 1.526 -5.226 -1.018
C 2.536 -4.280 -1.461
O 3.856 -4.895 -1.487
C 4.798 -3.969 -1.986
H -1.449 -9.649 -1.771
H -0.432 -10.560 -2.942
H -1.221 -9.036 -3.410
H 0.716 -8.010 -3.944
H 1.889 -9.083 -3.527
H 2.679 -6.743 -3.233
H 2.637 -7.514 -1.580
H 0.260 -6.590 -1.859
H 1.989 -5.853 -0.228
H 0.728 -4.671 -0.448
H 2.528 -3.413 -0.807
H 2.376 -3.912 -2.457
H 5.711 -4.541 -2.161
H 4.961 -3.163 -1.309
H 4.544 -3.523 -2.946
C -3.983 7.708 6.952
O -3.964 7.139 5.603
C -4.084 5.740 5.648
C -4.725 5.216 4.406
N -3.653 5.113 3.391
C -4.083 4.506 2.139
C -5.001 5.404 1.276
O -4.175 6.447 0.811
C -4.665 7.326 -0.168
H -3.199 7.300 7.588
H -4.932 7.462 7.413
H -3.898 8.804 6.841
H -4.711 5.383 6.503
H -3.083 5.289 5.814
H -5.499 5.911 4.049
H -5.160 4.250 4.422
H -3.179 5.969 3.145
H -4.445 3.510 2.336
H -3.203 4.430 1.415
H -5.837 5.844 1.893
H -5.363 4.798 0.361
H -5.334 6.912 -0.942
H -3.884 7.791 -0.780
H -5.190 8.197 0.257
C -3.661 1.513 -3.726
O -3.027 2.681 -3.282
C -3.249 3.082 -1.966
C -2.978 4.586 -1.919
N -1.533 4.870 -1.969
C -1.157 6.271 -2.154
C -1.437 6.932 -3.541
O -2.817 7.073 -3.741
C -3.212 7.687 -4.953
H -3.190 1.365 -4.704
H -4.750 1.633 -3.775
H -3.423 0.667 -3.107
H -2.622 2.563 -1.220
H -4.292 2.915 -1.819
H -3.259 4.964 -0.937
H -3.521 5.030 -2.784
H -1.073 4.405 -2.766
H -0.067 6.297 -1.989
H -1.683 6.879 -1.431
H -0.887 6.405 -4.329
H -0.975 7.956 -3.479
H -2.792 7.207 -5.825
H -2.930 8.725 -4.953
H -4.295 7.597 -4.954
C -1.751 0.680 -7.435
O -0.977 1.013 -6.277
C -0.693 -0.130 -5.492
C 0.108 0.351 -4.329
N 1.573 0.419 -4.644
C 2.040 1.230 -5.761
C 1.919 2.756 -5.571
O 2.433 3.344 -6.773
C 2.350 4.728 -6.660
H -2.638 0.047 -7.148
H -1.128 0.063 -8.142
H -2.129 1.563 -7.942
H -0.271 -0.867 -6.147
H -1.665 -0.469 -5.091
H 0.100 -0.348 -3.519
H -0.257 1.304 -4.005
H 2.070 0.812 -3.804
H 1.560 0.931 -6.678
H 3.131 1.062 -5.794
H 2.392 3.281 -4.707
H 0.876 3.044 -5.498
H 2.778 5.224 -7.482
H 2.794 5.171 -5.814
H 1.312 5.107 -6.667
C 6.253 -0.508 -3.456
O 7.505 0.019 -3.062
C 7.989 0.931 -3.984
C 7.430 2.334 -3.748
N 8.155 3.367 -4.500
C 7.441 4.660 -4.431
C 7.715 5.361 -3.072
O 6.647 5.022 -2.145
C 6.974 5.585 -0.897
H 6.405 -1.047 -4.405
H 5.464 0.241 -3.614
H 5.943 -1.152 -2.620
H 7.703 0.561 -4.998
H 9.111 0.971 -3.889
H 7.452 2.580 -2.650
H 6.373 2.356 -4.044
H 9.097 3.525 -4.150
H 6.400 4.608 -4.615
H 7.836 5.290 -5.233
H 7.676 6.443 -3.302
H 8.717 5.161 -2.624
H 6.157 5.411 -0.190
H 7.021 6.683 -0.914
H 7.934 5.191 -0.452
C -2.783 -4.436 0.435
O -2.626 -3.422 1.348
C -3.838 -3.180 1.960
C -3.677 -2.037 2.921
N -2.783 -2.416 3.993
C -2.907 -1.694 5.265
C -2.616 -2.659 6.403
O -3.666 -3.592 6.372
C -3.674 -4.492 7.425
H -1.824 -4.677 -0.011
H -3.512 -4.253 -0.356
H -3.248 -5.304 0.966
H -4.038 -4.092 2.523
H -4.570 -2.978 1.158
H -4.656 -1.747 3.374
H -3.273 -1.179 2.476
H -2.918 -3.382 4.324
H -3.974 -1.178 5.468
H -2.158 -0.929 5.260
H -2.528 -2.083 7.350
H -1.676 -3.152 6.195
H -4.019 -5.475 7.101
H -4.314 -4.069 8.165
H -2.668 -4.680 7.890
C -0.076 5.148 4.295
O 0.136 4.221 3.252
C 0.000 4.894 1.952
C 0.185 3.979 0.856
N 1.452 3.286 0.999
C 2.546 4.166 0.511
C 3.184 3.675 -0.779
O 4.135 2.682 -0.477
C 4.451 1.887 -1.619
H -1.148 5.403 4.438
H 0.426 6.101 4.236
H 0.351 4.710 5.221
H 0.777 5.639 2.082
H -0.988 5.409 1.816
H 0.115 4.425 -0.155
H -0.629 3.292 0.884
H 1.562 2.461 0.402
H 3.341 4.253 1.250
H 2.146 5.159 0.284
H 3.650 4.457 -1.358
H 2.513 3.113 -1.415
H 4.751 2.530 -2.440
H 3.596 1.257 -1.912
H 5.278 1.216 -1.388
O 2.959 1.930 5.200
H 3.385 2.695 5.621
H 2.644 1.316 5.910
O 3.423 1.708 2.047
H 3.437 0.774 1.805
H 3.605 2.154 1.206
O 1.959 0.090 3.660
H 1.341 -0.610 3.399
H 2.775 -0.375 4.043
O -0.454 -1.129 3.150
H -1.194 -1.740 3.317
H -0.569 -0.700 2.312
O 1.552 -2.438 -4.650
H 1.725 -2.657 -5.559
H 1.644 -1.478 -4.494

***

2.
15
Properties=species:S:1:pos:R:3 method="wB97M-V/def2-TZVPD" charge=+6 mol_weight_g_mol=453.70 e_lumo_ev=-24.5 homo_ha=-1.0378 e_above_lowest_kcal_mol=164.6
Zr 0.871 3.206 1.733
Zr 2.352 -1.588 0.247
Zr -3.174 0.394 0.273
C 0.064 0.650 -0.311
O 0.745 -0.301 -0.347
O 0.154 1.479 0.639
O -1.186 0.421 -0.372
C -3.522 -2.177 -1.832
O -3.476 -1.250 -1.031
O -2.826 -3.138 -1.348
O -3.735 -2.401 -3.054
C 3.597 1.180 1.639
O 2.900 0.059 1.632
O 4.441 1.347 0.664
O 2.795 2.119 1.468

***

| no. | DFT total energy (eV) |
| --- | --- |
| 1 | -211029.1347 |
| 2 | -25270.3106 |